Entry 1:
{
  "formula": "C27H49N2O6P2",
  "method": "the ωB97M-V functional and the def2-TZVPD basis",
  "species": ["C", "P", "C", "C", "C", "C", "C", "C", "C", "C", "C", "C", "C", "C", "O", "C", "O", "C", "C", "O", "N", "C", "O", "C", "C", "P", "N", "H", "H", "H", "H", "H", "H", "H", "H", "H", "H", "H", "H", "H", "H", "H", "H", "H", "H", "H", "H", "H", "H", "H", "H", "H", "H", "H", "H", "H", "H", "H", "H", "H", "C", "C", "C", "O", "C", "H", "H", "H", "H", "H", "H", "H", "H", "C", "C", "C", "O", "C", "H", "H", "H", "H", "H", "H", "H", "H"],
  "coordinates": [[0.6468, 4.4395, -0.2706], [0.2030, 2.6577, -0.0193], [0.2538, 2.3201, 1.7972], [1.3563, 1.4999, -0.9847], [2.8262, 1.8644, -0.5261], [3.5463, 0.7824, 0.3193], [4.0547, -0.4076, -0.4811], [3.5880, -1.6613, -0.1246], [3.9543, -2.7997, -0.8052], [4.8175, -2.6891, -1.8822], [5.3086, -1.4536, -2.2139], [4.9473, -0.3105, -1.5302], [0.9407, 0.0351, -0.9128], [0.2872, -0.7691, 0.1973], [-0.9068, -0.2192, 0.6529], [-1.9616, -0.2417, -0.2898], [-3.0204, -0.9332, 0.3097], [-4.1017, -1.0979, -0.5937], [-4.8504, 0.2076, -0.9164], [-5.1975, 0.9222, 0.2616], [1.2872, -0.5170, -2.0231], [1.9051, 0.4106, -2.9730], [1.7162, 0.0633, -4.3104], [1.1326, 1.7192, -2.5398], [1.6231, 3.0184, -3.1971], [-0.5795, 1.4272, -3.3030], [-1.8045, 2.1140, -2.6080], [0.7734, 4.8813, 0.7253], [-0.1399, 4.9360, -0.8377], [1.6223, 4.5240, -0.7701], [1.0935, 2.8645, 2.2614], [-0.6839, 2.7161, 2.2172], [0.3567, 1.2658, 2.0576], [2.8363, 2.7813, 0.0698], [3.4558, 2.0763, -1.4017], [4.4348, 1.2673, 0.7520], [2.9369, 0.4642, 1.1737], [2.9035, -1.7552, 0.7169], [3.5565, -3.7672, -0.4757], [5.0821, -3.5899, -2.4270], [5.9915, -1.3570, -3.0564], [5.3307, 0.6718, -1.8060], [0.0984, -1.7828, -0.2078], [0.9704, -0.9106, 1.0416], [-2.2812, 0.7984, -0.4288], [-1.6801, -0.7184, -1.2499], [-3.7156, -1.5145, -1.5421], [-4.8164, -1.7988, -0.1521], [-5.7688, -0.0334, -1.4659], [-4.1994, 0.8552, -1.5226], [-4.7479, 1.7713, 0.2842], [1.1848, -1.4790, -2.3436], [2.9718, 0.6133, -2.8213], [2.2948, 0.5779, -4.8839], [2.6098, 3.3311, -2.8464], [0.8813, 3.7991, -2.9915], [1.6272, 2.8515, -4.2813], [-0.8275, 0.0297, -3.3422], [-0.4411, 1.8753, -4.6392], [-2.2707, 2.7734, -3.2241], [0.6789, -6.3889, 2.0524], [-0.1844, -6.5621, 0.8108], [0.5855, -5.7522, -0.2198], [1.9689, -5.8303, 0.1420], [2.0792, -6.3898, 1.4606], [0.5346, -7.1664, 2.8003], [0.4691, -5.4230, 2.5197], [-0.2076, -7.6140, 0.5181], [-1.2111, -6.2219, 0.9375], [0.2869, -4.6953, -0.1982], [0.4541, -6.1292, -1.2350], [2.4689, -7.4075, 1.3645], [2.7858, -5.8020, 2.0476], [-4.7556, 2.5657, 4.7006], [-4.9707, 3.9289, 4.0579], [-3.5420, 4.3812, 3.7987], [-2.7710, 3.1946, 3.5665], [-3.5502, 2.0459, 3.9344], [-5.6183, 1.9052, 4.6307], [-4.5043, 2.6889, 5.7568], [-5.5053, 3.8130, 3.1116], [-5.5294, 4.6258, 4.6805], [-3.1224, 4.8935, 4.6705], [-3.4602, 5.0430, 2.9350], [-3.8546, 1.5330, 3.0155], [-2.9370, 1.3640, 4.5250]],
  "mulliken_charge": [-1.35, 0.75, -1.06, 2.58, -1.20, -1.38, 0.50, -0.50, -0.57, -0.65, -0.58, -0.17, -0.77, -2.08, -0.20, -0.15, -0.45, -0.29, -0.54, -0.51, 0.64, -0.44, -0.57, -0.16, -1.59, 0.21, -0.62, 0.48, 0.32, 0.41, 0.43, 0.29, 0.31, 0.49, 0.58, 0.60, 0.37, 0.42, 0.51, 0.47, 0.40, 0.49, 0.72, 0.12, 0.24, 0.14, 0.30, 0.38, 0.37, 0.26, 0.31, 0.45, 0.10, 0.47, 0.23, 0.40, 0.64, 0.07, 0.13, 0.24, -0.54, -0.58, 0.10, -0.37, -0.37, 0.34, 0.24, 0.27, 0.35, -0.25, 0.31, 0.27, 0.27, -0.57, -0.50, -0.51, -0.32, -0.22, 0.33, 0.27, 0.23, 0.34, 0.29, 0.27, 0.13, 0.25],
  "total_charge": 1,
  "gap_ev": 5.8,
  "e_homo_ha": -0.3652,
  "e_lumo_ev": -4.0960,
  "e_above_lowest_kcal_mol": 30.5
}

***

Entry 2:
{
  "formula": "C27H49N3O10",
  "method": "the ωB97M-V functional and the def2-TZVPD basis",
  "species": ["C", "C", "C", "C", "N", "C", "C", "N", "C", "C", "N", "C", "O", "C", "C", "O", "H", "H", "H", "H", "H", "H", "H", "H", "H", "H", "H", "H", "H", "H", "H", "H", "H", "C", "C", "O", "C", "C", "O", "H", "H", "H", "H", "H", "H", "H", "H", "C", "C", "O", "C", "C", "O", "H", "H", "H", "H", "H", "H", "H", "H", "C", "C", "O", "C", "C", "O", "H", "H", "H", "H", "H", "H", "H", "H", "C", "C", "O", "C", "C", "O", "H", "H", "H", "H", "H", "H", "H", "H"],
  "coordinates": [[3.3444, 3.7323, 0.8227], [3.7422, 3.8797, -0.6376], [2.5727, 3.8106, -1.6192], [2.1417, 2.3471, -1.8237], [0.7332, 2.2268, -2.2446], [0.0189, 1.0560, -1.7816], [0.8347, -0.1760, -1.7363], [1.4781, -1.1140, -1.5778], [-0.7063, 1.2298, -0.4052], [-0.2792, 2.4438, 0.2845], [-0.0164, 3.4503, 0.7689], [-2.2562, 1.2214, -0.5441], [-2.8360, 2.5034, -0.3704], [-2.7095, 3.3272, -1.4452], [-2.8974, 4.7718, -1.1019], [-2.4528, 2.9171, -2.5531], [2.6913, 4.5385, 1.1533], [2.7999, 2.8051, 1.0069], [4.2303, 3.6917, 1.4571], [4.4467, 3.0799, -0.8865], [4.2978, 4.8069, -0.7844], [1.6994, 4.3457, -1.2411], [2.8434, 4.2646, -2.5702], [2.7844, 1.9364, -2.6050], [2.3016, 1.8166, -0.8883], [0.6715, 2.2762, -3.2509], [-0.7686, 0.8588, -2.5100], [-0.4403, 0.3902, 0.2389], [-2.5404, 0.7890, -1.4996], [-2.6707, 0.5875, 0.2361], [-1.9494, 5.2766, -1.2671], [-3.6778, 5.1852, -1.7354], [-3.1722, 4.8855, -0.0570], [5.6721, 8.9962, -4.7637], [4.7207, 8.4004, -3.7472], [4.5637, 6.9894, -3.9193], [5.4039, 6.0857, -3.3771], [6.7033, 6.5490, -2.7596], [5.1181, 4.9230, -3.4482], [6.6801, 8.5960, -4.6551], [5.7187, 10.0794, -4.6493], [5.3328, 8.7665, -5.7734], [5.0135, 8.6322, -2.7224], [3.7211, 8.8072, -3.8893], [7.4835, 6.4996, -3.5181], [6.9558, 5.8622, -1.9560], [6.6719, 7.5542, -2.3471], [0.6786, -4.7944, -0.9133], [2.0424, -4.2059, -0.6301], [2.7936, -5.0072, 0.2977], [3.5419, -6.0544, -0.0798], [3.4332, -6.5757, -1.4961], [4.2470, -6.5898, 0.7332], [0.7512, -5.7736, -1.3920], [0.1103, -4.1312, -1.5639], [0.1264, -4.9191, 0.0134], [2.6194, -4.0284, -1.5377], [1.9281, -3.2419, -0.1444], [2.6908, -7.3723, -1.5152], [4.3977, -6.9914, -1.7760], [3.1628, -5.8217, -2.2305], [-5.1638, -5.3372, -0.3637], [-4.0202, -5.7168, 0.5530], [-2.8563, -4.9163, 0.3232], [-2.6662, -3.7135, 0.8986], [-3.8085, -3.0512, 1.6333], [-1.5995, -3.1791, 0.7641], [-5.4996, -4.3154, -0.1878], [-6.0100, -6.0068, -0.2102], [-4.8476, -5.4073, -1.4043], [-4.3074, -5.6836, 1.6050], [-3.6973, -6.7355, 0.3455], [-4.3402, -2.3971, 0.9437], [-3.3896, -2.4472, 2.4345], [-4.5156, -3.7470, 2.0785], [-5.1459, -5.5937, 6.9961], [-5.0579, -5.2198, 5.5316], [-5.9565, -4.1604, 5.1892], [-5.6456, -2.8558, 5.3419], [-4.4112, -2.4725, 6.1280], [-6.3849, -2.0292, 4.8872], [-4.8478, -4.7673, 7.6410], [-4.4999, -6.4455, 7.2091], [-6.1708, -5.8601, 7.2528], [-4.0385, -4.9722, 5.2309], [-5.3752, -6.0594, 4.9148], [-4.6993, -2.2992, 7.1639], [-4.0252, -1.5447, 5.7143], [-3.6121, -3.2090, 6.0997]],
  "mulliken_charge": [-1.26, -0.25, -0.25, -0.94, -0.27, -0.46, 0.05, -0.43, 0.39, -0.10, -0.52, -0.79, -0.43, 0.84, -1.06, -0.54, 0.31, 0.26, 0.40, 0.31, 0.11, 0.21, 0.33, 0.31, 0.40, 0.36, 0.61, 0.77, 0.44, 0.27, 0.23, 0.36, 0.31, -0.98, -0.41, -0.37, 0.83, -1.11, -0.54, 0.27, 0.36, 0.30, 0.35, 0.33, 0.32, 0.30, 0.37, -0.72, -0.41, -0.38, 0.74, -0.89, -0.58, 0.31, 0.32, 0.20, 0.33, 0.22, 0.24, 0.31, 0.31, -1.01, -0.30, -0.38, 0.98, -1.18, -0.53, 0.27, 0.37, 0.31, 0.24, 0.35, 0.26, 0.28, 0.32, -1.13, -0.30, -0.37, 0.79, -1.01, -0.56, 0.28, 0.36, 0.32, 0.31, 0.36, 0.30, 0.30, 0.34],
  "smiles": "CCCCN[C@@H](C#N)[C@@H](C#N)COC(C)=O.CCOC(C)=O.CCOC(C)=O.CCOC(C)=O.CCOC(C)=O",
  "gap_ev": 9.7,
  "e_homo_ha": -0.3443,
  "e_lumo_ev": 0.3521
}

***

Entry 3:
{
  "formula": "C27H49N5O4",
  "method": "the ωB97M-V functional and the def2-TZVPD basis",
  "species": ["C", "C", "C", "C", "C", "C", "O", "O", "C", "O", "O", "H", "H", "H", "H", "H", "H", "H", "H", "H", "H", "H", "H", "H", "H", "C", "C", "C", "C", "N", "H", "H", "H", "H", "H", "H", "H", "C", "C", "C", "C", "N", "H", "H", "H", "H", "H", "H", "H", "C", "C", "C", "C", "N", "H", "H", "H", "H", "H", "H", "H", "C", "C", "C", "C", "N", "H", "H", "H", "H", "H", "H", "H", "C", "C", "C", "C", "N", "H", "H", "H", "H", "H", "H", "H"],
  "coordinates": [[-2.0842, -5.6777, 0.1558], [-1.7266, -4.2023, -0.1544], [-0.2093, -4.0553, -0.3479], [-2.6047, -3.6631, -1.3119], [-2.1421, -4.0624, -2.7180], [-2.8786, -2.1522, -1.2245], [-2.1025, -1.3670, -2.1497], [-1.2702, -0.4767, -1.3908], [0.0322, -0.8438, -1.3938], [0.7774, -0.4209, -0.5556], [0.3756, -1.5888, -2.4472], [-1.2322, -6.3308, -0.0462], [-2.3303, -5.7853, 1.2135], [-2.9413, -6.0166, -0.4275], [-1.9781, -3.5977, 0.7240], [0.1242, -4.3602, -1.3405], [0.3001, -4.7108, 0.3662], [0.1430, -3.0449, -0.1144], [-3.5863, -4.1320, -1.1764], [-2.7360, -3.5333, -3.4709], [-2.3136, -5.1301, -2.8778], [-1.1013, -3.8136, -2.9135], [-2.7109, -1.7577, -0.2209], [-3.9258, -1.9571, -1.4813], [1.2481, -1.9685, -2.2486], [4.1614, -0.7601, -1.2706], [5.2102, -0.6389, -2.3659], [4.6164, -0.9460, -3.7450], [4.0712, -2.3039, -3.8032], [3.6255, -3.3644, -3.8487], [3.7687, -1.7771, -1.2102], [4.5742, -0.5125, -0.2929], [3.3242, -0.0848, -1.4568], [6.0436, -1.3160, -2.1682], [5.6150, 0.3738, -2.3871], [5.3666, -0.8330, -4.5279], [3.8030, -0.2509, -3.9634], [-4.2615, -1.8106, 5.2995], [-3.0267, -1.6494, 4.4233], [-3.3453, -1.7416, 2.9275], [-3.9209, -3.0411, 2.5708], [-4.3666, -4.0685, 2.3022], [-4.7180, -2.7937, 5.1712], [-3.9992, -1.6998, 6.3512], [-5.0114, -1.0526, 5.0614], [-2.2875, -2.4103, 4.6815], [-2.5711, -0.6788, 4.6161], [-2.4412, -1.5961, 2.3329], [-4.0585, -0.9654, 2.6422], [1.6646, 2.1448, -2.7002], [1.8100, 3.4418, -3.4886], [2.7404, 3.3039, -4.6991], [4.0944, 2.9439, -4.2748], [5.1512, 2.6397, -3.9333], [2.6240, 1.8171, -2.2945], [0.9852, 2.2795, -1.8596], [1.2678, 1.3407, -3.3255], [2.1911, 4.2302, -2.8401], [0.8309, 3.7697, -3.8415], [2.8043, 4.2418, -5.2519], [2.3760, 2.5358, -5.3841], [6.0059, 4.7419, 0.8309], [6.1773, 4.0678, -0.5249], [5.9524, 5.0226, -1.7020], [4.5945, 5.5693, -1.6961], [3.5121, 5.9623, -1.6810], [4.9896, 5.1166, 0.9614], [6.2045, 4.0374, 1.6383], [6.6935, 5.5827, 0.9419], [5.4854, 3.2278, -0.6118], [7.1851, 3.6584, -0.6095], [6.0980, 4.5001, -2.6479], [6.6562, 5.8564, -1.6625], [-6.8963, 1.8042, 5.8213], [-6.4000, 3.0617, 5.1181], [-5.2876, 2.7731, 4.1035], [-4.1157, 2.1760, 4.7470], [-3.2022, 1.6951, 5.2554], [-6.0996, 1.3324, 6.3984], [-7.7061, 2.0432, 6.5099], [-7.2725, 1.0739, 5.1019], [-6.0352, 3.7784, 5.8558], [-7.2265, 3.5402, 4.5904], [-4.9690, 3.6884, 3.6038], [-5.6426, 2.0823, 3.3363]],
  "mulliken_charge": [-1.57, 1.66, -1.62, 0.37, -1.64, -0.79, -0.29, -0.26, 0.79, -0.54, -0.42, 0.40, 0.39, 0.37, -0.76, 0.34, 0.56, 0.25, 0.52, 0.45, 0.36, 0.27, 0.33, 0.46, 0.30, -0.80, -0.39, 0.12, 0.01, -0.51, 0.37, 0.36, -0.05, 0.38, 0.19, 0.43, -0.07, -1.12, -0.64, 0.10, 0.27, -0.54, 0.43, 0.35, 0.13, 0.34, 0.36, 0.14, 0.25, -0.61, -0.43, -0.45, 0.34, -0.60, -0.12, 0.40, 0.28, 0.15, 0.36, 0.35, 0.35, -1.26, -0.14, -0.39, 0.28, -0.54, 0.36, 0.36, 0.31, 0.11, 0.35, 0.21, 0.36, -1.11, -0.43, -0.36, 0.25, -0.48, 0.32, 0.34, 0.29, 0.30, 0.31, 0.33, 0.25],
  "smiles": "CC(C)[C@H](C)COOC(=O)O.CCCC#N.CCCC#N.CCCC#N.CCCC#N.CCCC#N",
  "gap_ev": 10.8,
  "e_homo_ha": -0.3774,
  "e_lumo_ev": 0.4822
}